The following is a quantum chemistry calculation of 2 unconnected molecules or ions with the total composition C27H28F2NO3S, from the Open Molecules 2025 dataset.

Each line ends with the Mulliken charge.
Cartesian coordinates (Å):
C1 -5.0796 0.3184 1.2442  -1.74
C2 -4.2582 -0.2834 0.1015  2.21
C3 -4.1237 -1.7873 0.3495  -2.12
C4 -5.0265 -0.0804 -1.2079  -1.70
C5 -2.8738 0.4022 0.0106  -0.54
C6 -1.6994 -0.2902 0.1031  -0.82
C7 -0.3921 0.3040 -0.0305  -0.50
C8 0.7544 -0.5171 0.0702  -0.62
C9 2.0889 0.0271 0.0640  0.75
C10 2.3630 1.2085 0.8295  -0.88
C11 3.6136 1.8041 0.7475  0.54
F1 3.8450 2.9615 1.4595  -0.35
C12 4.6423 1.3055 -0.0430  -0.84
C13 4.3805 0.1104 -0.7117  0.30
F2 5.3709 -0.4441 -1.4933  -0.33
C14 3.1710 -0.5571 -0.6384  -0.69
C15 -0.3697 1.7241 -0.2834  -0.56
C16 -1.4937 2.5026 -0.3446  -0.66
C17 -1.4276 4.0353 -0.5722  2.18
C18 -2.1129 4.3866 -1.8972  -1.72
C19 0.0174 4.5344 -0.6317  -2.06
C20 -2.1450 4.7827 0.5577  -1.74
C21 -2.8147 1.8592 -0.2203  1.85
O1 -3.8694 2.5326 -0.3073  -0.82
H1 -5.2366 1.3834 1.0652  0.36
H2 -6.0524 -0.1811 1.2959  0.45
H3 -4.5623 0.1782 2.1986  0.35
H4 -3.5746 -2.2736 -0.4673  0.41
H5 -3.6153 -1.9813 1.3029  0.40
H6 -5.1215 -2.2427 0.4003  0.41
H7 -4.4671 -0.5077 -2.0464  0.34
H8 -5.9989 -0.5792 -1.1465  0.45
H9 -5.1863 0.9855 -1.3793  0.37
H10 -1.7057 -1.3662 0.2793  0.67
H11 0.5551 -1.5733 0.4417  0.47
H12 1.5996 1.6311 1.4825  0.62
H13 5.5983 1.8048 -0.1401  0.49
H14 3.0091 -1.5122 -1.1416  0.47
H15 0.5956 2.2000 -0.4482  0.71
H16 -3.1633 4.0861 -1.8560  0.39
H17 -2.0533 5.4677 -2.0610  0.45
H18 -1.6114 3.8730 -2.7253  0.34
H19 0.5573 4.3106 0.2974  0.39
H20 0.5515 4.0946 -1.4830  0.38
H21 0.0191 5.6236 -0.7639  0.43
H22 -1.6701 4.5669 1.5212  0.36
H23 -2.0828 5.8599 0.3711  0.46
H24 -3.1969 4.4885 0.5882  0.35
S1 1.1774 -3.0577 -0.8345  -0.42
C22 2.3979 -3.9497 -0.1145  0.47
C23 3.5035 -4.2848 -0.9585  -0.43
C24 4.5464 -5.0805 -0.5128  -0.43
C25 4.5603 -5.5173 0.8311  -0.12
N1 5.7971 -5.9338 1.3924  0.89
O2 5.8486 -6.1989 2.6158  -0.63
O3 6.7933 -5.9746 0.6272  -0.62
C26 3.4377 -5.2901 1.6651  -0.36
C27 2.3854 -4.4994 1.2120  -0.57
H25 3.4596 -3.9418 -1.9876  0.41
H26 5.3747 -5.3671 -1.1576  0.39
H27 3.4609 -5.7582 2.6504  0.39
H28 1.5096 -4.3223 1.8301  0.37

Spin multiplicity: 1
Net charge: -1


The following is a quantum chemistry calculation of 2 unconnected molecules or ions with the total composition C27H28F6NO2, from the Open Molecules 2025 dataset.

Each line ends with the Mulliken charge.
Cartesian coordinates (Å):
C1 -2.2593 0.2737 -0.7258  -0.62
O1 -1.5617 1.5130 -0.8128  -0.37
C2 -1.7787 2.2793 0.2673  -0.29
O2 -2.4786 1.9227 1.2010  -0.56
C3 -1.0629 3.6023 0.2015  0.66
C4 -2.0779 4.7601 -0.0503  -0.70
C5 -1.9586 5.7259 1.1183  -0.59
C6 -0.8424 5.1912 2.0136  -0.66
N1 -0.4802 3.8886 1.4933  0.22
C7 0.4136 3.1042 2.1708  1.16
C8 0.4604 1.7134 2.2287  -0.73
C9 0.8743 1.0715 3.5231  -0.68
C10 1.8403 1.8778 4.4314  -0.77
C11 2.3697 3.1499 3.7729  -1.01
C12 1.2336 3.9372 3.1425  -0.66
H1 -2.1950 -0.1638 -1.7186  0.14
H2 -1.7624 -0.3685 0.0123  0.33
H3 -3.3045 0.4407 -0.4310  0.41
H4 -0.3112 3.5533 -0.6166  0.23
H5 -1.7892 5.2438 -0.9869  0.36
H6 -3.1124 4.4051 -0.1553  0.29
H7 -1.6856 6.7257 0.7840  0.27
H8 -2.8863 5.7935 1.6943  0.30
H9 0.0193 5.8791 1.9841  0.26
H10 -1.1798 5.1181 3.0622  0.34
H11 -0.0016 1.0420 1.5164  0.13
H12 -0.0360 0.8498 4.1304  0.20
H13 1.2909 0.0734 3.3170  0.32
H14 1.2869 2.1359 5.3510  0.30
H15 2.6789 1.2372 4.7251  0.31
H16 2.8789 3.7841 4.5081  0.40
H17 3.0998 2.8783 2.9997  0.40
H18 1.6562 4.8428 2.6769  0.40
H19 0.5777 4.2606 3.9649  0.26
F1 5.6762 -4.5459 -2.4018  -0.23
C13 5.2749 -3.7770 -3.4634  0.81
F2 6.2041 -2.7977 -3.6187  -0.25
F3 5.3359 -4.5866 -4.5648  -0.23
C14 3.9001 -3.2339 -3.2267  0.45
C15 3.6209 -1.8596 -3.3141  -0.81
C16 2.4211 -1.3915 -2.8088  -0.69
C17 1.4545 -2.2752 -2.2489  0.76
C18 0.2830 -1.7265 -1.6953  -0.07
C19 -0.8284 -2.5984 -1.4324  0.75
C20 -0.7039 -3.7366 -0.5917  -0.69
C21 -1.7847 -4.5732 -0.3460  -0.75
C22 -3.0061 -4.2856 -0.9699  0.27
C23 -4.2551 -5.0265 -0.6024  0.76
F4 -5.2820 -4.1484 -0.3633  -0.24
F5 -4.6677 -5.8658 -1.6030  -0.23
F6 -4.1109 -5.7905 0.5126  -0.26
C24 -3.1060 -3.2888 -1.9422  -0.85
C25 -2.0323 -2.4628 -2.1698  -0.48
C26 1.6817 -3.6787 -2.4377  -0.21
C27 2.9138 -4.1468 -2.8470  -1.35
H20 4.3294 -1.1570 -3.7422  0.47
H21 2.1730 -0.3316 -2.8059  0.46
H22 0.1280 -0.6503 -1.8215  0.32
H23 0.2672 -3.9521 -0.1241  0.73
H24 -1.6780 -5.4205 0.3398  0.47
H25 -4.0336 -3.1248 -2.4886  0.44
H26 -2.0984 -1.6826 -2.9260  0.65
H27 0.8925 -4.4052 -2.2284  0.55
H28 3.1141 -5.2220 -2.8612  0.42

Spin multiplicity: 1
Net charge: +1


The following is a quantum chemistry calculation of a molecular structure, C27H28IN3O2Pt, from the Open Molecules 2025 dataset.

Each line ends with the Löwdin spin population.
Cartesian coordinates (Å):
C1 1.4354 0.5832 0.6443  0.04
C2 1.6400 -0.7426 0.3877  0.05
H1 2.0996 1.3447 0.2457  0.00
H2 1.6054 0.4259 1.7256  0.00
H3 0.4341 1.2187 0.6482  0.01
H4 1.6091 -1.6773 -0.3812  0.02
H5 2.7434 -0.8908 0.6963  0.01
H6 0.6996 -0.9596 1.0017  0.00
C3 -0.0702 2.7969 -3.1448  0.02
C4 -0.0176 3.6721 -4.2470  0.01
C5 -0.1186 3.1248 -5.5373  0.00
C6 -0.2711 1.7458 -5.7042  0.00
H7 0.0553 3.1117 -2.1054  0.01
H8 0.0703 4.7441 -4.0781  0.00
H9 -0.1150 3.7886 -6.4221  0.00
H10 -0.3972 1.2489 -6.6812  0.00
N1 -0.2223 1.4850 -3.3646  0.14
C7 -0.3313 0.9134 -4.5904  0.02
C8 -0.4730 -0.5241 -4.5447  0.02
N2 -0.4797 -1.0365 -3.2969  0.15
C9 -0.6587 -2.3206 -2.9741  0.02
C10 -0.7611 -2.7902 -5.3274  0.00
C11 -0.7978 -3.2594 -4.0124  0.01
H11 -0.6850 -2.5731 -1.9068  0.00
H12 -0.9673 -4.3114 -3.7550  0.00
C12 -0.5926 -1.4194 -5.6178  0.01
H13 -0.6056 -0.9891 -6.6161  0.00
H14 -0.9015 -3.4942 -6.1632  0.00
Pt1 0.3141 0.1962 -1.9277  1.24
I1 2.7769 0.0228 -2.5347  0.12
C13 3.4200 0.2835 3.9483  0.00
C14 2.3541 -0.7684 3.7202  0.00
C15 2.7347 -2.0861 3.6396  0.00
C16 1.7754 -3.1025 3.4000  0.00
C17 0.4672 -2.7756 3.2019  0.00
C18 0.0871 -1.3889 3.1606  0.00
N3 -1.0942 -1.1566 2.4302  0.00
C19 -1.9591 -0.0332 2.4389  0.00
C20 -2.3737 0.5789 3.6069  0.00
C21 -3.1430 1.7259 3.5372  0.00
C22 -3.5131 2.2374 2.2629  0.00
C23 -3.1463 1.6040 1.0979  0.00
C24 -2.4063 0.4479 1.1828  0.00
C25 -1.9491 -0.2992 -0.0609  0.01
O1 -1.9254 -1.5388 -0.0772  0.01
O2 -1.6000 0.5183 -1.0382  0.06
C26 0.9739 -0.4074 3.5157  0.00
C27 0.6002 1.0413 3.5512  0.00
H15 3.4937 1.0053 3.1212  0.00
H16 3.2519 0.8568 4.8666  0.00
H17 4.3949 -0.2118 4.0497  0.00
H18 3.7999 -2.3404 3.7840  0.00
H19 2.0970 -4.1475 3.3736  0.00
H20 -0.2991 -3.5132 2.9893  0.00
H21 -1.4237 -1.8958 1.7482  0.00
H22 -2.0991 0.1841 4.5617  0.00
H23 -3.4478 2.2693 4.4626  0.00
H24 -4.1110 3.1778 2.2228  0.00
H25 -3.4300 1.9700 0.1419  0.00
H26 0.0584 1.3742 2.6454  0.00
H27 -0.0667 1.2338 4.4018  0.00
H28 1.4617 1.7226 3.6970  0.00

Spin multiplicity: 3


Electronic energy, record by record: -1923.9987, -1849.7701, -1777.2702 hartree